1.
{"formula": "C68H164N4O20", "method": "the ωB97M-V functional and the def2-TZVPD basis", "symbols": ["O", "O", "O", "O", "O", "O", "O", "O", "O", "O", "O", "O", "O", "O", "O", "O", "O", "O", "O", "O", "N", "N", "N", "N", "C", "C", "C", "C", "C", "C", "C", "C", "C", "C", "C", "C", "C", "C", "C", "C", "C", "C", "C", "C", "C", "C", "C", "C", "C", "C", "C", "C", "C", "C", "C", "C", "C", "C", "C", "C", "C", "C", "C", "C", "C", "C", "C", "C", "C", "C", "C", "C", "C", "C", "C", "C", "C", "C", "C", "C", "C", "C", "C", "C", "C", "C", "C", "C", "C", "C", "C", "C", "H", "H", "H", "H", "H", "H", "H", "H", "H", "H", "H", "H", "H", "H", "H", "H", "H", "H", "H", "H", "H", "H", "H", "H", "H", "H", "H", "H", "H", "H", "H", "H", "H", "H", "H", "H", "H", "H", "H", "H", "H", "H", "H", "H", "H", "H", "H", "H", "H", "H", "H", "H", "H", "H", "H", "H", "H", "H", "H", "H", "H", "H", "H", "H", "H", "H", "H", "H", "H", "H", "H", "H", "H", "H", "H", "H", "H", "H", "H", "H", "H", "H", "H", "H", "H", "H", "H", "H", "H", "H", "H", "H", "H", "H", "H", "H", "H", "H", "H", "H", "H", "H", "H", "H", "H", "H", "H", "H", "H", "H", "H", "H", "H", "H", "H", "H", "H", "H", "H", "H", "H", "H", "H", "H", "H", "H", "H", "H", "H", "H", "H", "H", "H", "H", "H", "H", "H", "H", "H", "H", "H", "H", "H", "H", "H", "H", "H", "H", "H", "H", "H", "H", "H", "H", "H", "H", "H", "H", "H", "H", "H", "H", "H", "H"], "xyz": [[-1.42295, -8.20720, 1.68838], [-2.63420, 5.70142, 2.49952], [-4.73508, 5.40929, 0.36396], [3.64057, 3.62397, -1.13761], [-4.15293, -4.30996, -3.76840], [2.42286, -1.05925, -3.05446], [-5.19818, -2.24548, -2.16019], [-1.41182, -0.95090, 4.77445], [2.54772, 3.49275, 3.88617], [-4.43530, -1.82731, 0.49551], [4.66930, 0.44323, -4.17686], [1.90390, -3.52843, -2.26104], [2.49902, 1.89495, 1.24443], [0.88002, -1.30298, -6.40304], [4.61663, 1.31297, 4.36385], [-3.62827, 2.97899, -4.40882], [-3.46437, 4.00045, -1.60191], [2.15617, 4.63329, 1.18270], [-1.88223, 5.68856, -0.36943], [-0.06150, 1.32643, 2.32739], [-2.74918, 3.15339, -5.47754], [-0.05483, -7.98467, 1.64235], [4.93496, 0.70118, 5.60744], [0.11671, 0.49738, 1.14321], [0.41576, -1.54112, 0.09096], [4.16866, 2.71227, -4.14599], [6.17572, 1.79945, -5.38088], [-2.02403, 4.74883, -7.28168], [2.01621, -8.87348, 0.76095], [-0.74385, 1.17175, 0.10443], [-1.80391, 4.25921, 4.18992], [-1.25611, 6.31796, -1.50421], [1.62033, -6.27962, 1.04111], [0.51785, -9.07067, 0.91410], [0.22329, 6.42706, -1.24704], [5.50483, 1.73822, 6.52446], [-1.89243, 0.96909, -4.86967], [2.97891, -4.35925, -2.60637], [-1.52398, 2.44480, -5.18715], [-2.52614, 0.43408, 6.37628], [0.11911, -6.56412, 1.08739], [3.12233, 5.18090, 2.13079], [-2.31977, -4.71901, -5.27965], [-5.10560, -4.25211, 0.83395], [4.01038, -4.49865, -1.45963], [-0.75857, 2.59696, -6.58487], [-0.09190, -9.47212, -0.45057], [6.79163, 2.26826, 5.86591], [-4.70103, 3.54161, -1.05815], [-2.22867, 1.29248, 0.41168], [-1.90762, 7.61500, -1.96466], [1.45837, -1.65048, -5.11431], [-0.29814, 2.67907, 0.00249], [5.31416, 1.74488, -4.16763], [-6.70288, -0.93641, -3.63071], [-5.31818, -1.05150, -2.93531], [1.64503, -0.52241, -4.15124], [-0.69613, 4.07311, -6.95910], [-5.08103, -2.73524, 1.36929], [-1.29251, -0.40281, 6.06663], [3.90718, -1.31163, 4.80430], [-0.53749, 0.47483, -1.21292], [1.08704, -1.37818, 2.40305], [0.46913, -10.28857, 1.83298], [-2.87031, -4.79946, -3.92628], [-2.65360, 5.70706, -4.91768], [-4.35195, 4.64950, -6.47436], [2.43558, -7.40270, 0.32707], [5.93394, 1.08580, 7.83037], [3.93465, -0.27381, 5.95054], [-0.48319, -6.32997, -0.27361], [-4.88011, 0.13755, -2.09592], [3.33197, 1.48896, 0.20379], [4.76492, 0.14222, 8.32132], [4.49074, -0.93684, 7.26460], [-2.03609, -4.20349, -2.85550], [3.61291, 4.14172, 3.16607], [-4.45727, -2.59693, 2.76162], [-2.90877, 4.58240, -6.01395], [-1.03019, -1.50053, 7.10424], [4.52821, 2.94080, 6.75908], [2.41821, -5.69345, -3.08928], [-1.37822, -1.41908, 1.82389], [2.51057, 0.26569, 6.27433], [4.25188, 2.61671, -0.33167], [-0.01914, -0.94809, 1.41062], [-1.12820, 6.61784, 4.19024], [-5.52059, 4.71361, -0.64401], [-2.28908, 5.66476, 3.89641], [-0.68020, 2.92289, -3.96421], [-0.53197, -5.67904, 2.08959], [-0.49877, -1.12896, -1.07651], [0.31862, -2.62195, 0.28028], [3.17106, -2.11106, 5.16484], [-2.13762, 0.87958, -3.87772], [2.16996, -2.59355, -2.33023], [-1.74429, -0.91547, 2.73252], [-4.82760, -1.84409, -0.36662], [0.45749, -9.00393, -1.32636], [-5.80657, 5.41937, -1.41620], [-0.97766, 0.45157, -5.20462], [0.80637, -9.93987, 2.79111], [-3.36081, 3.45176, -3.55763], [4.42383, 3.65757, -3.73364], [7.20119, 2.89007, 6.65370], [2.45819, -8.96590, 1.84448], [-0.03868, -1.53599, -2.03610], [5.52673, 1.80488, -6.24073], [-0.18846, 2.03063, -3.50121], [-1.28507, 3.30841, -3.11279], [-3.36357, -0.25246, 6.69373], [-0.18979, -5.30496, -0.61239], [-3.92505, 5.82337, 0.00341], [-4.18747, -1.47571, 2.77493], [-1.52085, 7.93896, -2.88876], [-1.30636, 7.66579, 3.89487], [3.85510, 0.65322, 8.52653], [-2.92808, 4.39562, -0.89386], [3.21926, -6.44225, -3.20626], [-0.23484, -7.03403, -1.05187], [-2.50214, 3.47773, 3.83241], [0.80300, -2.32260, -4.54659], [1.83813, 0.31641, 5.43034], [3.81152, 1.91321, 4.44903], [-2.98616, 7.49383, -2.15015], [3.81311, -1.68446, 7.65118], [-2.14500, -1.44349, 1.05800], [-0.12608, -2.09612, 6.72552], [3.84028, 2.95047, -5.14810], [-1.55939, -6.22637, -0.19833], [-1.86833, 8.25110, -1.11949], [5.12612, 3.85098, 6.76818], [-1.83873, -3.14753, -3.17786], [4.19385, 3.38077, 2.66004], [-1.32708, 0.88362, -1.84218], [-3.57959, 5.52758, 2.48949], [3.54211, -0.92587, 3.85632], [3.30216, -0.68561, -3.11988], [-0.33736, 3.25305, 0.94057], [2.60352, 1.20343, 6.81057], [-1.46025, -5.30883, -5.26856], [1.91577, -6.21253, 2.10044], [-6.41322, 4.49367, -0.10369], [3.82990, 2.97467, 5.95230], [-1.40616, 2.06144, -7.34414], [-1.11053, -9.20470, -0.53303], [-5.17257, 2.97643, -1.89042], [1.27850, -0.44704, -6.61356], [2.76874, 1.04143, -0.63359], [-4.11539, -4.60205, 0.88280], [5.00041, 2.13094, -0.91157], [2.16444, -7.23044, -0.71054], [5.49014, -1.30110, 6.99453], [-0.15326, -5.80057, 3.06370], [-4.84515, -3.01129, -2.67927], [-6.62499, -0.19407, -4.44909], [-2.10119, -3.72905, -5.66994], [-0.82135, 3.14686, -0.78890], [-1.68550, -8.41625, 2.57939], [-0.88604, 4.09358, 3.57136], [0.58962, 5.51415, -0.75237], [-2.73993, 0.68604, -5.43747], [2.01218, -0.79985, 2.21680], [-0.44962, 0.25923, 6.03033], [3.97687, 0.73466, 0.61157], [5.20784, -0.25816, -4.70079], [0.87143, 6.55257, -2.09665], [-0.87933, -1.10951, 8.05756], [0.78462, -1.01889, 3.36606], [-2.91753, -5.94158, -3.61137], [1.10309, -11.04941, 1.39581], [-7.03972, -1.90494, -4.04002], [-1.96606, -1.67294, 4.82979], [2.16162, 2.80483, 3.26547], [-1.39041, 5.60044, -2.24879], [-5.78023, -4.81693, 1.47695], [-4.53761, 3.83551, -7.20009], [-1.51813, -1.50577, -0.96012], [6.67686, 0.83670, -5.45231], [-2.82512, 0.93493, 5.45162], [0.09327, -10.51912, -0.66441], [0.76393, 2.70323, -0.35827], [4.02438, 5.61465, 1.60385], [0.45135, 0.83973, -1.66280], [6.84329, 2.63375, -5.36527], [-2.52912, 4.19265, -8.05346], [-3.97329, -0.12110, -1.61317], [0.18103, 2.07511, -6.51564], [-1.67822, -5.77521, 1.91591], [0.42023, 7.34207, -0.56034], [2.01713, -0.44996, 6.95992], [5.03039, -4.68801, -1.78573], [-6.11482, -2.36686, 1.48657], [-1.13231, -4.77080, -2.67202], [-3.00201, -5.18368, -6.03289], [-4.56487, 2.80280, -0.28494], [3.44532, -3.89895, -3.45498], [-1.61595, 5.86047, -4.70131], [-3.58469, -3.19515, 2.89540], [-3.14927, 5.86563, 4.56341], [2.29712, -2.24875, -5.33581], [-5.28915, -4.32440, -0.26693], [4.01866, -3.59322, -0.87780], [-2.55856, -4.10536, -1.91038], [-1.55661, 6.03179, 0.47911], [-1.96261, 5.79556, -7.54704], [3.14775, 4.12321, -0.52309], [-1.58810, 4.04467, 5.25852], [-4.73030, 0.96471, -2.84518], [0.01144, 4.21078, -7.76508], [-2.81098, 1.61778, -0.41589], [-3.19374, 5.44334, -3.99097], [2.62658, 6.06411, 2.57961], [3.56689, -7.32169, 0.34542], [4.84565, 3.00996, 0.50348], [2.03474, -6.19894, -2.24255], [5.92123, 1.82504, -3.26704], [-4.99281, 4.53093, -5.62272], [-4.60539, -1.16459, -3.78931], [-2.65642, 0.33447, 0.78688], [-0.20074, 4.62736, -6.15197], [7.39401, 1.41961, 5.52263], [5.10836, -0.29754, 9.26945], [4.07197, 2.89345, 7.76483], [-4.62767, -4.58794, -4.56089], [6.81148, 0.47621, 7.68558], [-2.35695, 1.10463, 7.20515], [1.30146, -2.48096, 2.21452], [-0.33902, 6.25057, 3.53403], [-4.52960, 5.62771, -6.94024], [0.04059, 3.72108, -4.11351], [3.66347, -5.36075, -0.86040], [-0.35903, -4.65303, 1.71250], [-0.85827, 6.62041, 5.22840], [-1.20778, -2.49821, 2.14361], [-0.76890, 0.89027, 2.87645], [-7.53942, -0.63745, -2.98727], [4.16730, 4.70377, 3.97015], [-5.60167, 0.45385, -1.35056], [6.18011, 1.84292, 8.55216], [1.82720, -5.31774, 0.54800], [2.46704, -9.53870, 0.05909], [-3.00771, 6.64480, -5.35074], [1.72121, -5.64892, -3.91594], [-2.40643, 1.99159, 1.21403], [2.23849, 3.62830, 1.16309], [-1.83059, -2.15523, 7.00705], [3.32145, 2.27329, -3.57558], [0.68129, -0.21850, -3.76660], [4.94483, -1.80460, 4.79749], [1.66519, 1.33895, 1.21314], [-5.16249, -2.71189, 3.54263], [1.49172, -1.31195, -0.13731], [6.58533, 2.81497, 4.94534], [-0.55774, -10.65192, 2.00565], [2.24969, 0.31935, -4.56943]], "spin_multiplicity": 1, "e_lumo_ha": 0.0136}

***

2.
{"formula": "C29H27CdN3O7P2S2", "method": "the ωB97M-V functional and the def2-TZVPD basis", "symbols": ["Cd", "S", "S", "P", "P", "O", "O", "O", "O", "O", "O", "O", "N", "N", "N", "C", "C", "C", "C", "C", "C", "C", "C", "C", "C", "C", "C", "C", "C", "C", "C", "C", "C", "C", "C", "C", "C", "C", "C", "C", "C", "C", "C", "C", "H", "H", "H", "H", "H", "H", "H", "H", "H", "H", "H", "H", "H", "H", "H", "H", "H", "H", "H", "H", "H", "H", "H", "H", "H", "H", "H"], "xyz": [[-6.32276, 2.10567, 1.68070], [-0.66424, -3.05688, -3.02708], [1.98187, -3.09640, -1.67764], [-6.39268, 0.95329, -0.77783], [-3.88616, -0.93134, 0.58792], [-1.27942, 4.86349, 1.08558], [-4.91410, -1.37050, -0.56216], [-1.64026, -0.02639, 2.13830], [-4.30102, -1.16419, 1.96288], [-2.53826, -1.61292, 0.12267], [-7.25661, 2.25955, -1.05521], [-6.48870, 0.09880, -2.07705], [-6.94189, 0.34953, 0.57425], [-0.58726, -6.66054, -0.15716], [-0.17622, -4.63683, -0.97821], [-0.88885, -4.45747, 0.20264], [5.98663, 0.81170, 0.10392], [6.14954, 1.13005, -2.30036], [6.71233, 0.60789, 1.40951], [0.28167, -3.62285, -1.85353], [2.38821, 1.39828, 1.15437], [-0.03206, -5.98779, -1.13577], [1.26035, 3.52560, 0.81646], [6.74276, 0.95371, -1.05866], [-2.43782, 2.93665, 0.46493], [-1.18840, 3.67291, 0.87930], [-1.37643, 0.89335, 1.40564], [1.75838, -1.53160, -0.78930], [-4.61100, 3.03952, -0.51131], [2.41391, 2.77874, 0.91381], [4.76639, 1.17655, -2.39641], [0.75441, -1.58924, 0.35657], [0.03601, 2.87761, 0.97006], [-0.02347, 1.49196, 1.21286], [-3.71062, 0.86564, 0.26973], [1.10997, -0.74977, 1.57890], [3.73882, 0.73759, 1.25703], [-4.75883, 1.62575, -0.32368], [4.58929, 0.86007, 0.00455], [4.00084, 1.04433, -1.24850], [1.16542, 0.72783, 1.31044], [-3.44296, 3.68330, -0.12989], [-2.55029, 1.55202, 0.67505], [-1.11580, -5.71279, 0.67808], [-3.29381, 4.74552, -0.26953], [-7.34100, -0.57285, 0.68267], [-4.98567, -2.33969, -0.60105], [0.40271, -0.97131, 2.37027], [3.37385, 3.26559, 0.80719], [-7.25391, 2.56800, -1.97651], [7.55357, -0.06357, 1.24710], [4.26875, 1.25829, 2.05766], [0.73083, -2.61920, 0.71082], [-5.63940, -0.15799, -2.46898], [-1.63302, -5.96737, 1.58851], [2.92093, 1.09687, -1.32295], [6.76263, 1.22151, -3.18550], [6.08901, 0.16881, 2.18301], [7.82158, 0.91905, -0.98020], [7.12279, 1.55374, 1.76380], [3.67489, -0.29848, 1.57829], [4.27348, 1.32555, -3.34693], [-5.39959, 3.60967, -0.97707], [-1.14246, -3.48285, 0.57816], [1.49370, -0.77786, -1.53056], [-0.23432, -1.31544, -0.00230], [2.07436, -1.09069, 1.94710], [1.28750, 4.58752, 0.62303], [0.47940, -6.41038, -1.98531], [2.76046, -1.32723, -0.41099], [-2.47796, -1.73910, -0.83612]], "spin_multiplicity": 1, "charge": 2, "e_lumo_ha": -0.3862}

***

3.
{"formula": "C19H32O17", "method": "the ωB97M-V functional and the def2-TZVPD basis", "symbols": ["O", "O", "O", "O", "O", "O", "O", "O", "O", "O", "O", "O", "O", "O", "O", "O", "O", "C", "C", "C", "C", "C", "C", "C", "C", "C", "C", "C", "C", "C", "C", "C", "C", "C", "C", "C", "H", "H", "H", "H", "H", "H", "H", "H", "H", "H", "H", "H", "H", "H", "H", "H", "H", "H", "H", "H", "H", "H", "H", "H", "H", "H", "H", "H", "H", "H", "H", "H"], "xyz": [[-6.39436, 0.51133, 1.58923], [2.45463, 6.48109, -2.84503], [0.24051, -2.63552, -0.82167], [2.23230, 4.32209, -3.17348], [-2.64544, 1.79441, -5.41244], [-4.27293, 2.85624, -4.19280], [0.29960, -3.46615, 1.32341], [0.79508, -1.27910, 0.85257], [7.28447, 3.55474, -0.41498], [-0.52628, -11.80346, -0.38216], [-8.15682, 0.96497, 2.93474], [-0.59469, -9.90397, -1.48267], [-6.11514, 1.26683, 3.56411], [1.59628, 5.21878, -1.17646], [-2.89210, 3.96700, -5.42456], [-0.18714, -11.77816, -2.65292], [-1.22055, -3.84367, 6.76576], [8.63435, 3.89108, -0.37245], [2.82377, 6.28756, -4.19596], [0.45534, -2.53532, 0.55736], [2.92514, 4.77368, -4.29510], [-0.38205, -11.19130, -1.53593], [2.04605, 5.31984, -2.30785], [-1.04380, -2.49644, 7.25401], [8.67005, 5.41875, -0.63667], [0.78453, -1.50260, -1.45519], [-0.55873, -2.51997, 8.76983], [-0.74017, -9.51649, -0.15134], [-4.97860, 0.70567, 1.70182], [-4.75839, 4.19281, -4.10085], [-1.07930, -10.88335, 0.51433], [-6.98987, 0.88920, 2.68552], [-3.27275, 2.78305, -5.02522], [-4.84855, 0.89207, 3.15607], [0.86169, -0.45241, -0.32987], [-3.66598, 4.97228, -4.81438], [0.06349, -1.10280, -2.16818], [1.83222, 0.04351, -0.34456], [9.03671, 3.39228, -1.25415], [0.04159, 0.26279, -0.26638], [0.48564, -2.38651, 9.05193], [2.08572, 6.82266, -4.79352], [8.44350, 6.02371, 0.24128], [9.11791, 3.51012, 0.52707], [-1.07664, -1.73436, 9.32000], [-4.07515, 1.64074, 3.32769], [-0.63050, -11.07492, 1.48900], [2.45919, 4.41708, -5.21370], [-0.83453, -3.73761, 5.89321], [9.70286, 5.61195, -0.92663], [-0.32376, -1.92848, 6.66488], [-0.75739, -3.45853, 9.28726], [-5.78023, 4.19193, -4.48026], [-1.58016, -8.83874, 0.00080], [-2.02481, -2.03508, 7.14059], [-4.98117, 4.57281, -3.10383], [-2.15862, -10.93852, 0.65623], [-4.40996, -0.12930, 1.29245], [7.17582, 2.72077, 0.04795], [-3.05479, 5.58462, -4.15138], [-4.69024, 1.59896, 1.14775], [-4.50952, 0.01195, 3.70248], [3.94916, 4.40206, -4.25762], [3.80417, 6.71907, -4.39771], [-4.08347, 5.54004, -5.64591], [8.07577, 5.64831, -1.52112], [0.14890, -8.97553, 0.17272], [1.76813, -1.63055, -1.90713]], "spin_multiplicity": 1, "relative_energy_ev": 0.189, "smiles": "O=C1OCCO1.O=C1OCCO1.O=C1OCCO1.O=C1OCCO1.O=C1OCCO1.CCO.CCO", "e_lumo_ha": -0.0050}